DFT (ωB97M-V with the def2-TZVPD basis set) results for a cluster of 10 separate species, C28H84N6O10P2S8 in total in a non-equilibrium geometry.

Structure (XYZ):
```
138
Properties=species:S:1:pos:R:3:forces:R:3
O -14.153 -27.268 -5.818 -0.4555 -0.8413 -1.9813
P -14.466 -26.609 -4.566 1.5092 0.5557 3.3647
N -14.035 -27.725 -3.293 -0.2015 1.8822 -0.8120
C -13.881 -29.142 -3.526 1.0994 0.3067 -0.2376
C -14.218 -27.424 -1.848 0.0853 -0.6598 -2.2445
N -16.022 -26.124 -4.262 -0.5634 0.2015 0.7673
C -16.366 -24.916 -3.432 0.2925 -0.8212 -1.6863
C -17.177 -27.066 -4.482 1.5351 0.6184 -0.1338
N -13.518 -25.141 -4.398 1.0731 -1.3454 1.9084
C -13.598 -23.996 -5.221 0.0141 0.5211 -2.4655
C -12.708 -24.861 -3.186 -0.8473 -1.3208 1.0852
H -13.189 -29.564 -2.798 -0.2402 0.0190 0.6518
H -13.268 -29.320 -4.410 -0.7446 -0.0568 -0.6539
H -14.838 -29.662 -3.473 0.0531 -0.2906 -0.2415
H -14.283 -26.337 -1.802 -0.0202 -0.3097 0.9297
H -13.344 -27.914 -1.420 0.0129 0.6994 0.8023
H -15.101 -27.970 -1.514 -0.2625 0.3892 0.4391
H -16.914 -25.171 -2.525 0.2394 -0.1382 0.0850
H -15.452 -24.353 -3.245 -0.2277 -0.0886 0.2398
H -17.008 -24.314 -4.075 -0.1629 0.3162 0.2605
H -16.854 -28.101 -4.592 0.3095 0.0293 -0.0633
H -17.815 -27.058 -3.599 -0.2875 0.2864 -0.3065
H -17.619 -26.759 -5.430 -0.6858 -0.1379 0.3229
H -13.496 -24.274 -6.271 -0.7755 -0.3473 -0.3738
H -14.465 -23.343 -5.125 -0.2673 -0.0105 0.2480
H -12.712 -23.361 -5.224 0.1631 -0.0400 1.0281
H -13.408 -24.570 -2.403 0.2270 0.3992 0.4467
H -11.888 -24.143 -3.170 -0.4074 0.4372 -1.1886
H -12.193 -25.740 -2.797 -0.3083 -0.4460 -0.2454
O -10.122 -30.371 -3.303 0.1166 -0.3624 -2.5240
P -10.096 -30.529 -4.817 1.7640 0.5402 -1.1274
N -11.297 -31.536 -5.396 1.1544 -1.3952 0.6796
C -12.009 -31.376 -6.635 -1.2139 -0.2461 -0.2823
C -11.355 -32.901 -4.722 -0.7679 1.2640 -0.0548
N -8.566 -31.105 -5.470 -4.7032 0.7896 -0.2739
C -7.474 -30.980 -4.613 1.3998 -0.4939 0.4405
C -8.378 -31.822 -6.756 1.1936 1.3636 1.5707
N -10.334 -29.098 -5.690 -0.1128 0.0549 -0.8771
C -9.839 -28.799 -7.107 -1.2309 -1.5808 0.8008
C -10.648 -27.901 -4.881 -0.0472 -1.3984 -0.3819
H -12.478 -30.408 -6.811 0.0342 0.2234 0.9225
H -12.814 -32.107 -6.556 -0.1478 0.0254 -0.3913
H -11.553 -31.517 -7.614 1.0351 -0.6422 0.1469
H -10.589 -32.995 -3.953 0.1191 0.1795 -0.2226
H -11.361 -33.798 -5.343 0.5147 0.3755 -0.6443
H -12.312 -32.954 -4.204 -0.1803 0.0570 0.2531
H -7.821 -30.571 -3.664 0.3668 -0.1790 0.0823
H -7.040 -31.975 -4.515 0.4192 -0.1155 0.6817
H -6.690 -30.356 -5.040 0.2432 0.3500 0.0132
H -8.952 -31.439 -7.601 -0.7773 -0.6079 0.3996
H -7.399 -31.444 -7.048 0.4346 -0.5693 -0.2392
H -8.310 -32.881 -6.505 -0.3070 -0.2255 -0.8843
H -10.248 -29.470 -7.863 -0.2230 -1.1207 0.3495
H -10.381 -27.964 -7.552 0.8100 1.0126 0.7534
H -8.772 -28.950 -7.270 0.1181 0.8867 0.3011
H -11.395 -27.304 -5.404 0.3410 0.4000 0.0155
H -9.682 -27.447 -4.659 -0.3877 0.8034 0.2394
H -11.123 -28.301 -3.986 0.1924 0.5052 0.2772
C -10.075 -33.110 -13.506 0.1673 1.4162 1.0447
S -9.594 -33.267 -11.712 1.6751 0.9746 0.9203
O -8.073 -33.293 -11.523 -2.0604 -0.3807 -0.8112
C -9.947 -31.493 -11.137 -0.4224 -0.5794 -1.1921
H -9.401 -32.349 -13.899 0.2691 -0.4017 -0.4082
H -11.038 -32.600 -13.467 -0.2720 -0.2896 -0.0206
H -10.153 -34.033 -14.080 0.3732 0.0443 0.3989
H -10.872 -31.111 -11.570 -0.1886 -0.1558 0.0222
H -9.139 -30.877 -11.531 0.1898 -0.2129 0.2065
H -10.018 -31.425 -10.051 0.2779 -0.3856 -0.1155
C -6.153 -27.391 -6.633 -0.6303 -2.5506 0.5596
S -5.667 -28.984 -7.546 0.1039 1.5520 -2.3770
O -6.617 -29.203 -8.722 1.0064 0.2969 1.7328
C -4.104 -28.294 -8.290 0.9971 -0.4577 0.2559
H -7.173 -27.155 -6.936 0.4871 0.8814 -0.8433
H -5.356 -26.675 -6.431 -0.4238 0.0940 -0.5357
H -6.427 -27.911 -5.715 0.4076 0.3513 0.7367
H -3.445 -27.858 -7.538 -0.5311 0.4332 0.4708
H -4.180 -27.606 -9.132 -0.8272 0.1128 0.2336
H -3.412 -29.060 -8.641 -0.6498 -0.7362 -0.1925
C -15.262 -31.079 -5.862 1.5169 -0.3527 -2.3409
S -16.639 -32.151 -6.233 -1.4218 3.3383 0.5649
O -17.614 -31.420 -5.351 -1.1511 -1.4483 0.5608
C -17.125 -31.424 -7.873 0.8956 -0.5808 0.0246
H -14.557 -31.376 -5.085 -0.4975 -0.2226 0.0770
H -15.501 -30.016 -5.842 -0.6821 -0.2237 0.5045
H -14.750 -31.158 -6.822 0.8942 0.0565 -0.0055
H -17.122 -30.334 -7.872 0.1505 -0.0436 0.5021
H -18.136 -31.756 -8.108 0.1612 -0.2590 0.1746
H -16.405 -31.783 -8.609 -0.1594 -0.0565 -0.2741
C -14.007 -26.416 -9.147 -0.5312 -0.2362 0.2856
S -13.010 -27.613 -10.109 1.6966 1.1256 1.7145
O -11.544 -27.262 -9.865 -1.6219 -0.5561 -0.4123
C -13.404 -29.029 -9.011 -0.1931 0.3191 -0.4326
H -15.019 -26.811 -9.233 -0.2257 0.1386 -0.0300
H -14.009 -25.370 -9.453 0.3353 -0.2873 -0.7148
H -13.774 -26.404 -8.083 0.3779 -0.4659 0.0033
H -14.436 -29.285 -9.250 0.0390 -0.3983 -0.1742
H -13.370 -28.856 -7.935 0.3235 0.5723 -0.0872
H -12.684 -29.792 -9.307 -0.2403 -0.1656 -0.0131
C -12.989 -36.764 -5.666 -0.5877 -0.0131 0.4357
S -12.166 -37.967 -4.527 0.6148 -0.1203 0.4125
O -12.044 -37.366 -3.121 -0.8364 -0.6484 -1.9488
C -13.388 -39.375 -4.468 -0.6116 -0.1117 0.5968
H -14.029 -36.626 -5.367 -0.0982 -0.0967 0.0504
H -12.944 -37.042 -6.719 0.0999 -0.6650 0.1593
H -12.496 -35.793 -5.635 0.3661 -0.1867 0.5417
H -14.330 -39.044 -4.030 0.0769 0.2990 0.0434
H -13.008 -40.195 -3.859 0.6260 0.6322 0.6884
H -13.651 -40.000 -5.321 0.3399 1.0177 -1.0198
C -6.497 -37.449 -5.252 -0.6928 -1.0645 0.4875
S -6.874 -36.249 -3.996 0.4384 3.6424 -2.4733
O -6.213 -35.000 -4.631 -0.6634 -1.2493 1.5539
C -8.674 -35.995 -4.383 0.4614 -1.6521 0.2415
H -7.164 -37.295 -6.100 0.2365 -0.0973 -0.0045
H -6.703 -38.380 -4.724 -0.0414 -0.5343 -0.5558
H -5.446 -37.425 -5.541 -0.1488 0.3480 0.2549
H -9.036 -35.079 -3.914 0.1595 -0.2624 0.0358
H -9.129 -36.910 -4.005 -0.4873 0.2366 0.7232
H -8.938 -36.088 -5.437 0.6543 0.6873 -0.2576
C -13.308 -33.438 0.000 0.3692 0.0610 0.2797
S -12.928 -31.699 -0.464 0.8031 0.1571 1.6750
O -13.145 -30.875 0.795 0.1270 -0.6561 -1.3782
C -11.057 -31.991 -0.550 -0.6311 0.3311 -0.1666
H -12.917 -33.626 1.000 0.9330 0.1028 -0.2085
H -12.841 -34.016 -0.797 -0.0296 -0.4129 0.3035
H -14.329 -33.767 0.197 -0.4718 0.7896 -0.9128
H -10.737 -32.252 0.459 -0.1231 -0.3636 -0.1251
H -10.488 -31.116 -0.864 -0.6774 0.4971 0.0904
H -10.798 -32.695 -1.340 -0.2915 -0.4840 0.3137
C -18.118 -35.505 -4.157 -0.0927 1.3301 1.6727
S -16.508 -35.893 -3.351 1.1800 -0.2231 -5.2929
O -16.069 -36.783 -4.551 0.3471 -0.5441 2.0147
C -15.537 -34.365 -3.853 -0.2513 0.3447 1.8773
H -18.738 -36.401 -4.119 0.3231 -0.0151 0.0644
H -18.019 -35.120 -5.172 0.5382 -0.3055 0.1423
H -18.557 -34.722 -3.540 -0.5190 0.0715 -0.0805
H -15.702 -34.064 -4.887 -0.6701 -0.1060 0.4188
H -14.458 -34.313 -3.707 0.3187 -1.6565 -0.0811
H -15.727 -33.678 -3.028 -1.0172 0.9586 -0.5544
```
Positions in Å, forces in eV/Å.

Properties
HOMO, hartree: -0.291
Molar mass, g mol⁻¹: 983.496
Energy relative to the best compared isomer or geometry (same formula, charge and spin), kcal/mol: 133.9
Total charge: 0
Gap between HOMO and LUMO, eV: 7.927